No. 1
{"formula": "C35H54BrN3OP2Pt", "method": "ωB97M-V/def2-TZVPD", "elements": ["N", "C", "C", "C", "C", "C", "C", "Pt", "P", "C", "C", "C", "C", "C", "C", "C", "Br", "H", "H", "H", "H", "H", "H", "H", "H", "H", "H", "P", "C", "C", "H", "H", "H", "H", "H", "C", "C", "H", "H", "H", "H", "H", "C", "C", "H", "H", "H", "H", "H", "C", "C", "H", "H", "H", "H", "H", "C", "C", "H", "H", "H", "H", "H", "C", "C", "H", "H", "H", "H", "H", "C", "C", "N", "C", "C", "C", "O", "C", "C", "C", "C", "N", "C", "H", "H", "H", "H", "H", "H", "H", "H", "H", "H", "H", "H", "H", "H"], "coordinates": [[2.253731, 1.997931, 4.939992], [2.752928, 1.095442, 4.086271], [2.481606, 1.131083, 2.717183], [1.646135, 2.142928, 2.205290], [1.123197, 3.091259, 3.121455], [1.472126, 2.971758, 4.471880], [1.341715, 2.178878, 0.798614], [-0.798717, 0.688653, -0.106857], [-1.700486, 0.297212, -2.188802], [0.334625, 2.997869, 0.271631], [0.337886, 3.473479, -1.116808], [-0.524670, 4.539515, -1.471342], [-0.716221, 4.845668, -2.813632], [-0.107261, 3.997089, -3.746538], [0.960854, 3.154699, -3.432906], [1.145361, 2.848679, -2.085859], [-0.939287, 3.793015, -5.495622], [2.063726, 1.684049, 0.147716], [-0.307602, 3.548945, 0.959908], [2.909206, 0.379244, 2.054821], [0.459512, 3.895740, 2.810167], [3.394127, 0.311865, 4.496748], [1.088527, 3.698582, 5.197950], [-1.053308, 5.073431, -0.676707], [1.888859, 2.105620, -1.794036], [-1.375278, 5.651533, -3.124838], [1.568283, 2.701984, -4.212413], [-2.454689, 0.650882, 1.496565], [-0.332265, -0.190924, -3.287891], [-0.464396, 0.127158, -4.775555], [-0.207105, -1.274993, -3.152151], [0.584563, 0.275199, -2.895399], [0.416858, -0.274748, -5.292296], [-1.347298, -0.327218, -5.238977], [-0.485919, 1.206677, -4.973548], [-2.453488, 1.836385, -2.812997], [-3.445634, 1.772406, -3.976768], [-1.604475, 2.464570, -3.103139], [-2.920885, 2.351284, -1.959876], [-3.718591, 2.801161, -4.247350], [-3.018117, 1.306247, -4.873057], [-4.363461, 1.242745, -3.697630], [-2.966235, -1.002306, -2.182723], [-3.223747, -1.728920, -3.497571], [-3.895842, -0.544343, -1.815105], [-2.668861, -1.734977, -1.421195], [-4.001267, -2.479448, -3.322935], [-3.583796, -1.063185, -4.287963], [-2.335295, -2.253871, -3.860924], [-3.126819, -0.927891, 2.144272], [-4.074368, -1.679364, 1.215549], [-3.636052, -0.692738, 3.093886], [-2.259827, -1.552086, 2.398887], [-4.758461, -2.297234, 1.810112], [-4.687925, -1.009932, 0.604548], [-3.533387, -2.353530, 0.542102], [-3.933369, 1.562773, 0.895920], [-3.653900, 3.052158, 0.715276], [-4.749504, 1.398740, 1.619585], [-4.246268, 1.103838, -0.055511], [-4.551834, 3.555364, 0.331117], [-3.378749, 3.531470, 1.663337], [-2.835470, 3.227577, 0.004215], [-1.975700, 1.523459, 3.035991], [-1.249293, 0.658332, 4.064315], [-2.890528, 1.950499, 3.478922], [-1.332968, 2.369021, 2.750087], [-1.030858, 1.263866, 4.952846], [-1.844570, -0.204103, 4.386097], [-0.291444, 0.290048, 3.678825], [6.372448, -4.910135, 0.052684], [5.952652, -3.559621, 0.605837], [4.493958, -3.516110, 0.835653], [4.048006, -4.409202, 1.913025], [3.394512, -3.720920, 3.099937], [3.820707, -2.355789, 0.487479], [4.402934, -1.287509, 0.273572], [2.337424, -2.433420, 0.308099], [1.608992, -3.630408, 0.224981], [0.224187, -3.554241, 0.137439], [-0.394826, -2.299351, 0.145033], [0.310879, -1.153430, 0.107488], [1.660962, -1.213199, 0.116380], [6.171639, -5.713106, 0.765875], [7.447118, -4.903326, -0.147263], [5.840620, -5.127375, -0.877214], [6.463678, -3.372429, 1.563676], [6.197191, -2.755565, -0.093489], [3.374232, -5.178582, 1.508383], [4.960686, -4.932642, 2.227634], [2.464162, -3.218797, 2.818621], [3.152272, -4.487963, 3.843836], [4.086504, -3.003204, 3.553068], [2.126104, -4.588672, 0.189519], [-0.408940, -4.435167, 0.075759], [-1.477459, -2.187490, 0.148318], [2.201025, -0.278543, -0.049491]], "forces_ev_per_a": [[-0.9, 0.1, -4.6], [1.1, -1.0, 1.5], [-0.4, 0.7, 0.2], [-0.2, -0.2, 1.7], [0.7, -1.1, 0.0], [-0.5, 1.1, 1.7], [-0.8, 1.0, -1.1], [0.8, -0.1, 0.3], [-0.4, 0.0, -0.8], [1.2, 0.1, -0.2], [-0.5, -0.6, 1.0], [-0.2, 0.5, -0.8], [-0.3, 0.2, 1.5], [-1.0, 0.2, -2.7], [0.8, -1.0, 1.4], [0.4, 0.1, -1.7], [1.2, 0.8, 1.8], [-0.2, 0.2, 0.1], [0.0, -0.2, -0.2], [0.2, 0.0, 0.4], [0.4, 0.0, 0.4], [-0.1, 0.2, 0.0], [0.1, -0.2, -0.1], [0.1, 0.0, -0.4], [-0.1, 0.3, -0.2], [0.0, -0.2, 0.0], [-0.2, 0.0, 0.1], [-1.4, -0.1, 1.0], [0.3, -0.3, 0.1], [0.1, 0.0, -0.4], [0.0, 0.2, 0.1], [-0.2, -0.2, -0.1], [-0.2, 0.1, 0.1], [0.2, 0.1, 0.2], [-0.1, -0.4, 0.1], [0.1, 0.3, 0.1], [-0.1, -0.1, -0.2], [-0.2, -0.3, 0.2], [0.1, -0.2, -0.1], [-0.1, -0.3, 0.1], [-0.1, 0.0, 0.3], [0.2, 0.1, -0.1], [-0.1, -0.1, 0.4], [-0.1, -0.1, -0.4], [0.2, 0.0, 0.0], [-0.1, 0.2, -0.2], [0.1, 0.1, -0.1], [0.1, -0.1, 0.2], [-0.1, 0.1, 0.1], [0.4, -0.2, 0.0], [-0.2, -0.2, -0.2], [0.2, 0.2, -0.3], [-0.2, 0.0, 0.1], [0.2, 0.1, -0.2], [0.0, -0.2, 0.1], [-0.2, 0.1, 0.1], [0.2, -0.1, -0.2], [-0.2, 0.3, 0.0], [0.3, 0.0, -0.2], [0.0, 0.1, 0.3], [0.3, -0.1, 0.1], [-0.1, -0.1, -0.2], [-0.1, 0.0, 0.0], [0.2, 0.3, 0.0], [0.2, 0.0, 0.2], [0.2, -0.2, -0.2], [-0.3, -0.1, 0.1], [-0.1, -0.2, -0.1], [0.2, 0.3, 0.0], [-0.1, -0.1, 0.0], [0.0, 0.0, 0.0], [0.2, 0.3, 0.0], [-0.6, 1.4, -0.3], [-0.3, -0.6, -0.3], [0.2, -0.2, 0.1], [2.1, -0.7, 0.4], [-1.0, -0.4, -0.2], [-0.7, 0.5, -0.3], [0.0, 0.5, -0.1], [-0.5, 0.6, 0.1], [0.3, -0.5, 0.0], [0.0, -0.3, -0.3], [-0.3, -0.6, 0.4], [0.1, 0.0, -0.2], [-0.2, 0.0, 0.0], [0.1, 0.0, 0.1], [-0.1, 0.1, -0.3], [0.0, -0.2, 0.2], [0.3, 0.0, 0.3], [-0.5, 0.1, 0.1], [0.1, 0.0, 0.1], [0.0, 0.2, 0.0], [-0.1, 0.0, 0.0], [-0.2, 0.3, 0.1], [0.2, 0.1, 0.0], [0.3, -0.2, 0.1], [0.0, -0.6, 0.2]], "charge": 4, "lumo_ev": [-12.7080, -15.1138], "e_homo_ha": [-0.647, -0.647], "de_lowest_kj_mol": 0.0, "e_tot_ha": -4980.0200, "spin_multiplicity": 5}

=====

No. 2
{"formula": "C24H36Cl2N4O3RbSe2", "method": "ωB97M-V/def2-TZVPD", "elements": ["Rb", "C", "O", "C", "C", "C", "C", "C", "C", "N", "N", "C", "O", "C", "C", "C", "C", "C", "C", "C", "O", "H", "H", "H", "H", "H", "H", "H", "H", "H", "H", "H", "H", "C", "Se", "C", "C", "Se", "C", "H", "H", "H", "H", "H", "H", "H", "H", "H", "H", "Cl", "C", "Cl", "H", "H", "C", "C", "C", "C", "N", "N", "H", "H", "H", "H", "H", "H", "H", "H", "H", "H", "H", "H"], "coordinates": [[-19.071875, -5.631129, -3.375273], [-25.394562, -8.360250, 1.915948], [-24.460355, -8.222960, 3.021254], [-23.154899, -7.972012, 2.690242], [-22.431945, -7.219459, 3.619384], [-21.064416, -6.938596, 3.486387], [-20.408037, -7.331223, 2.299655], [-21.156787, -7.952085, 1.261277], [-20.626188, -8.095348, -0.024701], [-19.566677, -7.453937, -0.448580], [-18.555659, -7.163160, 0.291077], [-17.928349, -5.976603, 0.041434], [-18.040204, -5.304300, -1.013166], [-16.936913, -5.558908, 1.079106], [-16.679897, -6.191519, 2.300885], [-15.681036, -5.708828, 3.134228], [-14.784529, -4.731883, 2.718694], [-15.041972, -4.128009, 1.508600], [-16.164901, -4.473474, 0.743789], [-22.440351, -8.547107, 1.505415], [-23.012819, -9.409999, 0.793052], [-26.393192, -8.174852, 2.319398], [-25.256422, -7.614599, 1.118944], [-25.354805, -9.336777, 1.459784], [-23.062969, -6.933695, 4.484464], [-20.496496, -6.387927, 4.208291], [-19.351619, -7.199634, 2.129980], [-21.277288, -8.522266, -0.785414], [-17.151426, -7.116253, 2.660581], [-15.601089, -6.212533, 4.096519], [-13.952936, -4.394143, 3.337213], [-14.320905, -3.372193, 1.190314], [-16.315179, -3.869522, -0.154606], [-25.331019, -4.054535, -4.362043], [-23.509728, -3.549269, -4.606319], [-23.856316, -1.620540, -5.140474], [-23.297305, -0.539824, -4.256380], [-21.361673, -0.734138, -3.617420], [-21.560554, -1.218657, -1.726828], [-25.793500, -3.737782, -3.418989], [-25.384173, -5.120271, -4.447085], [-25.898420, -3.720939, -5.236254], [-24.916879, -1.496788, -5.237675], [-23.315554, -1.614158, -6.133824], [-23.912343, -0.571266, -3.344754], [-23.414155, 0.480793, -4.683175], [-22.022060, -0.401622, -1.185540], [-20.538085, -1.350434, -1.382370], [-22.128382, -2.127489, -1.675735], [-20.965805, -6.868947, -6.142940], [-21.205161, -7.805554, -7.694785], [-22.864454, -7.771240, -8.272465], [-20.894983, -8.854959, -7.509500], [-20.545024, -7.358483, -8.457636], [-14.047679, -4.307394, -6.101036], [-15.240923, -5.256922, -6.513350], [-14.979664, -6.653634, -5.855138], [-15.303369, -5.281194, -8.029777], [-16.448168, -4.674639, -5.965214], [-16.564082, -4.632633, -4.529878], [-13.104903, -4.720008, -6.445491], [-13.924200, -4.084875, -5.036383], [-14.177769, -3.326520, -6.634469], [-14.382821, -7.186876, -6.594541], [-15.902830, -7.243691, -5.730382], [-14.388303, -6.511303, -4.943597], [-14.316172, -5.463987, -8.449909], [-15.595381, -4.229270, -8.257990], [-16.047150, -5.988241, -8.367779], [-17.240087, -5.248430, -6.282023], [-16.475788, -3.612913, -4.350796], [-15.697815, -5.084680, -4.141106]], "forces_ev_per_a": [[-0.3, -0.3, 0.7], [0.2, 0.6, 0.5], [-1.2, -0.5, -1.2], [2.4, 0.6, -0.2], [-1.5, -0.6, -0.1], [0.7, -0.6, -1.6], [-1.8, 0.2, 1.2], [0.2, -0.9, 2.1], [1.2, 1.3, -1.0], [-1.8, -2.1, -4.4], [2.7, 3.3, 3.1], [-0.9, -3.4, 0.5], [-0.3, 1.3, -0.8], [-0.4, -0.6, -0.5], [0.2, -0.4, 0.4], [0.1, -0.7, 0.3], [-0.3, 0.1, 0.4], [0.1, 0.4, -0.1], [1.8, 1.4, -0.1], [-1.9, 0.8, 1.4], [0.2, -0.1, -0.5], [0.1, -0.1, 0.3], [0.4, -0.1, 0.3], [0.2, -0.3, 0.0], [0.7, 0.1, -0.3], [0.0, 0.1, 0.5], [-0.2, 0.3, 0.2], [0.1, 0.2, 0.0], [-0.4, 0.7, -0.6], [0.3, 0.2, -0.1], [-0.2, -0.2, -0.1], [-0.4, 0.0, -0.2], [-0.3, -0.7, 0.1], [-1.0, 0.2, -0.3], [0.4, 1.3, 0.2], [2.3, -1.1, -1.5], [0.2, 0.2, 1.6], [-0.9, 0.2, -0.7], [0.0, 0.5, -0.7], [0.3, 0.0, -0.3], [0.1, -0.7, 0.3], [-0.1, 0.3, 0.3], [-0.5, -0.1, -0.3], [-1.0, 0.3, 0.9], [0.4, 0.3, 0.0], [0.2, -0.8, 0.1], [-0.1, 0.0, 0.1], [0.0, -0.2, 0.1], [-0.2, -0.4, 0.3], [-0.2, -0.5, -0.9], [0.9, -0.2, 0.2], [0.1, 0.0, 0.1], [-0.4, 0.8, 0.0], [-0.5, -0.1, 0.5], [-0.6, 0.6, -1.1], [1.7, 0.0, 2.1], [0.2, 0.5, -1.2], [-0.4, 1.5, 0.8], [-1.7, -0.1, -1.0], [1.7, 0.7, -0.1], [0.2, -0.2, -0.1], [-0.3, -0.3, -0.1], [0.1, -0.8, 0.5], [0.3, -0.3, 0.3], [0.3, 0.4, 0.3], [-0.4, -0.5, 0.0], [-0.1, -0.2, -0.1], [0.0, -0.8, -0.5], [-0.1, -0.2, -0.4], [0.4, 0.3, 0.0], [0.1, -1.1, 0.4], [-1.3, 0.6, -0.1]], "charge": -1, "lumo_ev": 1.1921, "e_homo_ha": -0.075, "de_lowest_kj_mol": 53.4, "e_tot_ha": -7128.0551, "spin_multiplicity": 1}